Record 1
C3H4N4O as an isolated structure. Source: the Open Molecules 2025 dataset; level of theory: ωB97M-V/def2-TZVPD.

Computed properties:
HOMO energy: -9.489 eV
Energy relative to the best compared isomer or geometry (same formula, charge and spin): 1.986 eV
LUMO energy: 0.404 eV
Electronic energy: -11181.983 eV

Structure (ORCA input):
```
! wB97M-V def2-TZVPD RIJCOSX def2/J DEFGRID3
* xyz 0 1
C 0.4583 0.7233 0.0036
C 1.8661 -0.7365 0.0024
C -1.5018 -0.8918 0.0777
H 0.4020 2.6598 0.2117
H 2.7357 -1.4997 0.1395
H -1.6666 -1.9903 0.0445
H -2.3051 0.8769 0.1566
N 1.7152 0.5894 0.0955
N 0.6945 -1.3754 -0.0901
N -0.2532 -0.4489 -0.0656
N -2.4933 -0.1150 0.0208
O -0.2180 1.8540 -0.0973
*
```



Record 2
C6H18ClCoN6O16 as an isolated structure. Source: the Open Molecules 2025 dataset; level of theory: ωB97M-V/def2-TZVPD.

Computed properties:
HOMO energy (spin up / spin down): -12.593 / -12.593 eV
Energy relative to the best compared isomer or geometry (same formula, charge and spin): 0.546 eV
LUMO energy (spin up / spin down): -8.692 / -9.799 eV
Electronic energy: -98326.071 eV
⟨S²⟩: 3.7567

Structure (ORCA input):
```
! wB97M-V def2-TZVPD RIJCOSX def2/J DEFGRID3
* xyz 1 4
Co -2.2119 3.0920 -1.1167
Cl -1.1222 0.3232 -0.2667
O -0.5479 1.5758 0.1134
O -0.2116 -0.6104 -0.9382
O -1.7657 -0.3240 0.8428
O -2.1172 0.8043 -1.2225
C -3.9524 -2.1054 -1.8775
N -2.6487 -2.4791 -2.4054
O -2.2930 -1.8160 -3.3551
O -2.0022 -3.3483 -1.8806
H -4.7343 -2.5119 -2.5190
H -4.0276 -1.0202 -1.9476
H -4.0060 -2.4774 -0.8544
C 1.0599 -0.9543 -4.0791
N 2.5074 -0.8151 -4.4400
O 3.3649 -1.1252 -3.6661
O 2.8287 -0.4831 -5.5798
H 0.9561 -1.7606 -3.3531
H 0.3759 -1.1298 -4.9094
H 0.8381 -0.0261 -3.5525
C -0.9849 0.5713 3.7590
N -1.7892 -0.4936 4.4389
O -2.5398 -0.0896 5.3466
O -1.6377 -1.6772 4.2178
H -0.2788 0.0257 3.1331
H -0.4088 0.9430 4.6063
H -1.6311 1.3501 3.3538
C -0.0038 -3.3903 1.5791
N -0.7601 -4.5959 2.1201
O -1.6904 -4.9553 1.3795
O -0.3588 -5.1559 3.1098
H 0.6228 -2.9174 2.3353
H -0.7896 -2.7260 1.2193
H 0.4104 -3.8253 0.6695
C 1.6663 6.0652 0.3693
N 0.2704 5.5598 0.4195
O 0.0602 4.4175 -0.0126
O -0.6812 6.3115 0.7212
H 1.7250 6.9202 1.0428
H 1.8231 6.1828 -0.7029
H 2.2936 5.3586 0.9128
C 2.8199 0.6450 0.2931
N 4.2447 0.2826 0.5320
O 4.7570 -0.5567 -0.1835
O 4.8803 0.7557 1.4928
H 2.8446 1.7337 0.3391
H 2.3614 0.2072 1.1798
H 2.4840 0.2452 -0.6636
*
```



Record 3
A single ClH3O3SSi molecule. Source: the Open Molecules 2025 dataset; level of theory: ωB97M-V/def2-TZVPD.

Computed properties:
HOMO energy: -11.593 eV
Energy relative to the best compared isomer or geometry (same formula, charge and spin): 2.665 eV
LUMO energy: 0.427 eV
Electronic energy: -37425.558 eV

Structure (ORCA input):
```
! wB97M-V def2-TZVPD RIJCOSX def2/J DEFGRID3
* xyz 0 1
O 0.5582 -2.7760 1.3482
O -1.5345 -1.6772 2.0367
O -0.7635 -1.6437 -0.2294
Si -0.2117 -0.1074 0.1240
S -0.7517 -2.3443 1.0988
Cl -1.9172 -3.9073 0.7138
H 0.4962 0.0253 -1.1791
H -1.3328 0.6246 0.5431
H 0.7844 -0.3249 1.2352
*
```



Record 4
C25H21AsCl3IrN2O2PS4 as an isolated structure. Source: the Open Molecules 2025 dataset; level of theory: ωB97M-V/def2-TZVPD.

Computed properties:
HOMO energy (spin up / spin down): -4.898 / -5.457 eV
Energy relative to the best compared isomer or geometry (same formula, charge and spin): 0.417 eV
LUMO energy (spin up / spin down): 2.207 / 0.461 eV
Electronic energy: -187217.747 eV
⟨S²⟩: 6.0309

Structure (ORCA input):
```
! wB97M-V def2-TZVPD RIJCOSX def2/J DEFGRID3
* xyz -1 5
Ir -0.4446 -0.5481 -0.1538
Cl 6.0166 1.4942 2.5584
C 4.5760 1.3947 1.5897
C 3.3848 1.0166 2.1837
C 2.2500 0.9258 1.4042
Cl 0.7560 0.3972 2.1103
C 2.2260 1.2129 0.0168
O 1.1690 1.1316 -0.7119
C 3.4788 1.6099 -0.5135
Cl 3.5281 2.0083 -2.1982
C 4.6325 1.6962 0.2387
H 3.3432 0.7996 3.2417
H 5.5600 1.9988 -0.2253
S -1.4857 -2.1844 1.3645
C -2.9407 -2.6330 0.5957
C -3.8074 -3.4938 1.3306
N -4.5196 -4.1651 1.9364
C -3.3414 -2.1905 -0.6517
S -2.4664 -1.0643 -1.5864
C -4.5498 -2.6736 -1.2319
N -5.5120 -3.0544 -1.7363
S 1.1767 -4.9418 -0.3723
P 1.0091 -3.6954 -1.8710
S 1.3430 -1.7193 -1.4370
C -0.5229 -3.8845 -2.8349
C -0.7981 -2.9942 -3.8685
C -1.9103 -3.1946 -4.6711
C -2.7546 -4.2702 -4.4343
C -2.4847 -5.1495 -3.3960
C -1.3678 -4.9581 -2.5942
C 2.2924 -4.0367 -3.1392
C 2.0207 -4.4027 -4.4527
C 3.0667 -4.6674 -5.3276
C 4.3802 -4.5743 -4.8971
C 4.6552 -4.2104 -3.5856
C 3.6157 -3.9431 -2.7119
H -0.1362 -2.1522 -4.0365
H -2.1273 -2.4963 -5.4702
H -3.6347 -4.4073 -5.0491
H -3.1520 -5.9807 -3.2084
H -1.1362 -5.6330 -1.7790
H 1.0007 -4.4841 -4.8002
H 2.8500 -4.9435 -6.3524
H 5.1905 -4.7888 -5.5831
H 5.6813 -4.1338 -3.2487
H 3.8104 -3.6570 -1.6853
C -2.7785 3.0376 -2.3388
As -1.1056 2.3390 -1.6236
C -0.3917 1.4054 -3.1612
C -0.0731 3.9382 -1.2669
O -1.5236 1.5465 -0.2327
H -2.6017 3.6974 -3.1884
H -3.3125 3.5715 -1.5549
H -3.3883 2.1923 -2.6579
H -0.3848 2.1070 -3.9961
H -1.0499 0.5678 -3.3889
H 0.6115 1.0444 -2.9530
H 0.0509 4.5222 -2.1782
H 0.8966 3.6523 -0.8689
H -0.6092 4.5191 -0.5175
*
```



Record 5
C59H44AlN2O3S4 as an isolated structure. Source: the Open Molecules 2025 dataset; level of theory: ωB97M-V/def2-TZVPD.

Computed properties:
HOMO energy: -2.104 eV
Energy relative to the best compared isomer or geometry (same formula, charge and spin): 2.198 eV
LUMO energy: 1.551 eV
Electronic energy: -120962.612 eV

Structure (ORCA input):
```
! wB97M-V def2-TZVPD RIJCOSX def2/J DEFGRID3
* xyz -1 1
Al 0.2432 1.2844 0.2461
O -1.8713 -1.3001 -0.7533
C -2.2279 -2.6922 -0.8903
C -1.7184 -3.4396 0.3653
C -0.2264 -3.6301 0.4704
C 0.3158 -4.9082 0.5836
C 1.6784 -5.0428 0.7753
C 2.4642 -3.9054 0.8254
C 1.8580 -2.6608 0.6718
C 2.6953 -1.4009 0.7416
C 2.6182 -0.4157 -0.4545
O 1.3906 0.2298 -0.4377
C 3.8120 0.5784 -0.3292
C 5.0969 0.1375 -0.0102
C 6.1700 1.0172 0.0312
C 5.9866 2.3625 -0.2571
C 4.7173 2.8117 -0.5962
C 3.6478 1.9251 -0.6378
C 2.8037 -1.0823 -1.8329
C 3.5075 -2.2651 -2.0223
C 3.7480 -2.7540 -3.3033
C 3.2962 -2.0603 -4.4160
C 2.5934 -0.8745 -4.2344
C 2.3511 -0.3966 -2.9577
N 0.5416 -2.5359 0.5181
C -3.8195 -2.7162 -1.0241
C -5.4932 -0.6988 -1.2358
C -6.5947 -1.4085 -1.6206
C -6.7038 -2.6978 -2.2081
C -5.6646 -3.6241 -2.4752
C -4.3627 -3.6620 -2.0553
C -1.4944 -3.2323 -2.1107
C -1.3404 -4.6075 -2.2966
C -0.6375 -5.1084 -3.3807
C -0.0689 -4.2407 -4.3078
C -0.2167 -2.8735 -4.1310
C -0.9196 -2.3756 -3.0383
H -2.2111 -4.4095 0.4149
H -2.0381 -2.8703 1.2358
H -0.3258 -5.7792 0.5310
H 2.1253 -6.0252 0.8812
H 3.5336 -3.9787 0.9855
H 3.7265 -1.6964 0.9223
H 2.3712 -0.8204 1.6098
H 5.2801 -0.9109 0.1969
H 7.1571 0.6475 0.2876
H 6.8243 3.0489 -0.2274
H 4.5500 3.8574 -0.8321
H 2.6726 2.2866 -0.9187
H 3.8820 -2.8286 -1.1779
H 4.2890 -3.6856 -3.4259
H 3.4900 -2.4383 -5.4126
H 2.2320 -0.3196 -5.0938
H 1.7983 0.5243 -2.8179
H -5.6331 0.2514 -0.7378
H -7.5481 -0.9080 -1.4478
H -7.6956 -2.9834 -2.5494
H -5.9514 -4.4430 -3.1370
H -3.7069 -4.3892 -2.5057
H -1.7882 -5.3019 -1.5939
H -0.5371 -6.1818 -3.5056
H 0.4922 -4.6281 -5.1509
H 0.2216 -2.1825 -4.8428
H -1.0077 -1.3085 -2.8918
S 1.0165 2.3691 4.4167
C 0.5138 0.7063 4.5094
C 0.4002 -0.1209 5.6221
C -0.0383 -1.4163 5.4178
C -0.3560 -1.8771 4.1338
C -0.2425 -1.0541 3.0316
C 0.2006 0.2501 3.2299
N 0.3717 1.2143 2.2341
C 0.7913 2.3545 2.7031
C 1.0040 3.4944 1.8051
C 1.3878 4.7503 2.2711
C 1.5207 5.7892 1.3696
C 1.2511 5.5626 0.0207
C 0.8726 4.3032 -0.4233
C 0.7536 3.2233 0.4493
H 0.6426 0.2407 6.6144
H -0.1379 -2.0820 6.2666
H -0.7056 -2.8943 4.0015
H -0.4756 -1.3807 2.0232
H 1.5666 4.9148 3.3303
H 1.8221 6.7712 1.7100
H 1.3355 6.3810 -0.6849
H 0.6590 4.1626 -1.4796
O -1.4021 1.2095 -0.1290
C -2.5715 0.9560 -0.8582
C -3.5522 2.1055 -0.5126
C -4.5228 2.2849 0.4290
C -4.9905 3.6303 0.5197
C -4.3533 4.4670 -0.3406
S -3.2096 3.6230 -1.2851
C -2.2686 1.0479 -2.3602
C -3.1378 1.0567 -3.4053
C -2.4875 1.2153 -4.6654
C -1.1390 1.3537 -4.5464
S -0.6574 1.2647 -2.9087
C -3.0208 -0.5155 -0.5344
C -4.0896 -1.1876 -1.3950
C -4.4909 -2.9603 0.3168
C -4.4295 -2.0858 1.3137
S -3.4930 -0.5977 1.2804
H -4.9074 1.4914 1.0480
H -5.7736 3.9466 1.1995
H -4.5080 5.5268 -0.4909
H -4.2097 0.9382 -3.2789
H -3.0101 1.2350 -5.6127
H -0.4035 1.4750 -5.3289
H -3.7488 -1.0997 -2.4235
H -5.1248 -3.8370 0.4020
H -4.9670 -2.2191 2.2490
*
```